C8H22FeN2O8P | ωB97M-V/def2-TZVPD

Properties
**HOMO-LUMO gap (spin up / spin down)**: 0.1907 / 0.1937 Ha
**HOMO (spin up / spin down)**: -2.95 / -3.03 eV
**2S+1**: 5
**Strongest force on any atom**: 1.51 eV/Å
**Total charge**: -1

Atoms and positions in Å:
Fe -1.619 0.381 0.494
P -2.799 1.583 2.002
O -1.477 0.849 2.443
O -2.235 2.348 0.728
O -3.571 2.355 3.027
O -3.471 0.376 1.219
C -0.310 3.930 -1.313
O -0.075 3.506 -0.013
H 0.638 4.178 -1.812
H -0.807 3.159 -1.920
H -0.902 4.856 -1.369
H -0.945 3.167 0.387
C -2.918 -0.050 -2.250
O -1.675 0.380 -1.699
H -2.834 -1.044 -2.706
H -3.619 -0.146 -1.420
H -3.286 0.673 -2.979
H -1.050 0.550 -2.407
C 1.536 0.973 0.510
O 0.520 0.408 0.173
N 2.738 0.841 -0.105
C 2.828 0.188 -1.392
C 3.848 1.653 0.303
H 1.571 1.675 1.354
H 2.556 0.861 -2.209
H 2.229 -0.718 -1.411
H 3.863 -0.117 -1.570
H 4.174 2.313 -0.509
H 3.598 2.293 1.148
H 4.734 1.086 0.611
C -1.487 -2.897 0.945
O -1.720 -1.794 0.495
N -0.275 -3.472 1.003
C 0.913 -2.841 0.490
C -0.070 -4.730 1.680
H -2.288 -3.510 1.383
H 1.379 -3.475 -0.271
H 1.652 -2.683 1.282
H 0.652 -1.867 0.085
H -0.996 -5.178 2.033
H 0.411 -5.458 1.018
H 0.590 -4.601 2.543

=====

C8H22N4NaO8 | ωB97M-V/def2-TZVPD

Properties
**HOMO-LUMO gap**: 0.2380 Ha
**HOMO**: -4.68 eV
**Energy above the lowest of the compared OMol25 structures with the same formula, charge and spin**: 0.0000 eV
**Strongest force on any atom**: 2.37 eV/Å
**Total charge**: -1

Atoms and positions in Å:
Na -1.173 1.244 0.265
N -1.199 2.553 3.674
O -0.934 1.894 2.624
O -1.964 1.987 4.502
O -0.717 3.675 3.910
N -3.410 -1.052 1.137
O -4.304 -1.719 1.668
O -2.570 -1.588 0.349
O -3.334 0.191 1.303
C 0.701 3.018 -3.700
C -0.190 2.455 -2.610
C -1.147 1.402 -3.117
O -2.119 1.092 -2.117
C -3.302 0.392 -2.390
N 0.591 1.983 -1.478
H 1.212 2.194 -4.213
H 1.472 3.694 -3.330
H 0.194 3.548 -4.511
H -0.905 3.252 -2.370
H -0.728 0.397 -3.272
H -1.650 1.715 -4.038
H -3.955 0.588 -1.545
H -3.091 -0.644 -2.672
H -3.780 0.788 -3.300
H 1.142 1.223 -1.875
H 1.263 2.713 -1.266
C 1.887 -0.256 1.863
C 1.523 -1.437 0.969
C 1.832 -2.764 1.684
O 3.236 -2.899 1.870
C 3.640 -4.119 2.444
N 0.146 -1.257 0.543
H 1.610 -0.335 2.914
H 1.573 0.721 1.497
H 2.974 -0.105 1.894
H 2.183 -1.515 0.099
H 1.499 -3.594 1.052
H 1.263 -2.770 2.620
H 3.798 -4.932 1.733
H 2.864 -4.478 3.133
H 4.475 -3.932 3.118
H -0.103 -1.736 -0.313
H -0.502 -1.589 1.250

=====

C8H22N4O10 | ωB97M-V/def2-TZVPD

Properties
**HOMO-LUMO gap**: 0.3453 Ha
**HOMO**: -9.80 eV
**Energy above the lowest of the compared OMol25 structures with the same formula, charge and spin**: 1.8511 eV
**Strongest force on any atom**: 4.76 eV/Å

Atoms and positions in Å:
C -6.666 0.206 -0.653
N -6.635 1.141 0.435
O -5.580 1.568 0.793
O -7.742 1.373 0.918
H -5.631 -0.094 -0.816
H -7.058 0.846 -1.444
H -7.388 -0.584 -0.445
C 2.935 1.998 4.444
N 2.578 3.402 3.963
O 2.127 4.161 4.780
O 2.963 3.694 2.865
H 2.099 1.898 5.137
H 3.861 1.954 5.018
H 2.794 1.301 3.618
C 5.780 0.339 -7.212
N 4.786 -0.754 -7.529
O 3.610 -0.479 -7.177
O 5.168 -1.754 -8.214
H 6.383 -0.033 -6.384
H 5.509 1.392 -7.138
H 6.348 0.428 -8.139
C -3.418 -1.057 4.979
N -3.424 -0.491 6.348
O -3.615 0.786 6.492
O -3.230 -1.238 7.343
H -4.362 -0.679 4.587
H -3.478 -2.144 5.047
H -2.563 -0.764 4.369
C 2.801 -0.310 -1.160
O 1.847 -0.766 -0.284
C 0.623 -0.032 -0.469
C -0.233 -0.659 -1.540
O -0.959 -1.828 -1.138
C -0.093 -2.840 -0.728
H 3.165 0.694 -0.937
H 2.442 -0.279 -2.188
H 3.667 -0.951 -0.994
H 0.900 1.016 -0.583
H -0.015 0.007 0.414
H 0.259 -1.017 -2.444
H -1.004 0.038 -1.867
H 0.146 -2.732 0.330
H 0.768 -2.931 -1.391
H -0.464 -3.827 -1.006

=====

C8H22O5 | ωB97M-V/def2-TZVPD

Properties
**HOMO-LUMO gap**: 0.3582 Ha
**HOMO**: -9.14 eV
**Energy above the lowest of the compared OMol25 structures with the same formula, charge and spin**: 0.0000 eV
**Strongest force on any atom**: 0.74 eV/Å

Atoms and positions in Å:
C -0.652 -2.636 -1.002
C -1.630 -1.765 -0.279
C -2.789 -1.399 -0.815
C -1.213 -1.322 1.107
C -0.348 -0.082 1.096
C -0.196 0.715 2.150
C 0.701 1.887 2.173
C 1.831 1.988 1.481
H -1.068 -3.084 -1.900
H 0.246 -2.072 -1.282
H -0.275 -3.434 -0.356
H -3.532 -0.785 -0.318
H -3.071 -1.750 -1.801
H -2.082 -1.204 1.760
H -0.621 -2.114 1.573
H 0.180 0.117 0.170
H -0.724 0.514 3.079
H 0.385 2.690 2.825
H 2.231 1.197 0.851
H 2.462 2.866 1.511
H 3.259 -2.028 1.224
H 2.707 -1.521 -0.117
O 2.700 -2.308 0.483
H -1.140 2.523 -0.653
H 0.303 3.018 -0.496
O -0.328 2.738 -1.172
H 3.652 -0.247 -1.914
H 2.182 0.228 -1.768
O 2.954 -0.112 -1.259
H 0.406 1.558 -2.182
H 0.088 0.244 -2.917
O 0.819 0.814 -2.675
H -2.717 1.034 -0.061
H -2.189 1.811 1.190
O -2.532 1.917 0.295

=====

C8H24B3Ca2F13O4 | ωB97M-V/def2-TZVPD

Properties
**HOMO-LUMO gap (spin up / spin down)**: 0.4044 / 0.1265 Ha
**HOMO (spin up / spin down)**: -14.09 / -14.09 eV
**2S+1**: 2
**Strongest force on any atom**: 5.10 eV/Å
**Total charge**: +1

Atoms and positions in Å:
Ca -19.325 -17.162 21.312
Ca -18.139 -20.355 18.671
B -21.264 -19.253 21.923
F -22.305 -18.887 22.740
F -21.126 -18.532 20.822
F -20.052 -19.004 22.574
F -21.508 -20.568 21.752
B -18.746 -20.461 15.940
F -18.596 -21.534 16.818
F -20.030 -20.377 15.366
F -18.397 -19.321 16.632
F -17.886 -20.611 14.883
B -16.768 -19.293 21.866
F -17.293 -19.934 23.009
F -16.904 -20.064 20.629
F -17.418 -18.081 21.809
F -15.458 -18.969 22.008
F -18.838 -18.185 19.292
C -21.439 -17.844 16.501
C -20.536 -16.707 16.052
O -19.693 -16.277 17.090
H -21.836 -18.456 15.692
H -22.172 -17.523 17.241
H -20.727 -18.450 17.062
H -21.186 -15.840 15.936
H -20.015 -16.876 15.109
H -19.186 -17.063 17.306
C -15.140 -18.542 16.142
C -15.613 -18.572 17.520
O -15.858 -19.921 18.035
H -14.110 -18.894 16.205
H -15.086 -17.479 15.910
H -15.624 -19.037 15.300
H -16.548 -18.090 17.803
H -14.860 -18.158 18.191
H -15.079 -20.423 17.784
C -16.754 -14.496 18.892
C -16.724 -15.495 20.042
O -17.843 -15.217 20.776
H -16.010 -14.627 18.106
H -16.708 -13.467 19.250
H -17.583 -14.627 18.197
H -15.827 -15.354 20.645
H -16.699 -16.552 19.775
H -17.747 -14.370 21.218
C -22.536 -14.922 20.642
C -21.649 -15.008 19.422
O -20.525 -15.730 19.723
H -23.427 -14.325 20.450
H -21.956 -14.281 21.306
H -22.838 -15.846 21.134
H -21.308 -14.019 19.113
H -22.115 -15.576 18.617
H -20.135 -16.061 18.910

=====

C8H24B3N3O3 | ωB97M-V/def2-TZVPD

Properties
**HOMO-LUMO gap**: 0.3175 Ha
**HOMO**: -8.14 eV
**Strongest force on any atom**: 0.82 eV/Å

Atoms and positions in Å:
C 1.512 1.488 -1.538
C 1.261 2.206 -2.871
N 0.178 3.191 -2.844
B -1.157 2.741 -2.781
O -2.219 3.652 -2.743
B -3.340 3.281 -2.050
O -3.423 1.991 -1.565
B -2.708 1.021 -2.259
N -3.236 -0.303 -2.418
O -1.476 1.389 -2.767
H 1.659 0.420 -1.693
H 0.657 1.589 -0.869
H 2.388 1.881 -1.022
H 2.169 2.723 -3.185
H 1.043 1.488 -3.659
H 0.390 3.980 -2.250
H -4.238 4.040 -1.881
H -2.534 -0.942 -2.775
H -4.045 -0.365 -3.023
C -0.662 0.350 2.513
C -0.477 -1.061 1.977
N 0.798 -1.249 1.306
C 0.869 -2.472 0.525
C 0.793 -3.811 1.267
C 1.979 -0.919 2.088
C 2.184 -1.649 3.421
H -0.497 1.085 1.723
H -1.678 0.473 2.889
H 0.020 0.571 3.336
H -1.257 -1.261 1.237
H -0.643 -1.777 2.798
H 1.792 -2.438 -0.061
H 0.050 -2.434 -0.200
H 1.709 -4.031 1.814
H 0.640 -4.619 0.549
H -0.040 -3.835 1.972
H 1.959 0.155 2.287
H 2.847 -1.079 1.443
H 1.268 -1.668 4.013
H 2.942 -1.129 4.010
H 2.521 -2.675 3.287

=====

C8H24BF4KO4 | ωB97M-V/def2-TZVPD

Properties
**HOMO-LUMO gap**: 0.3225 Ha
**HOMO**: -8.74 eV
**Energy above the lowest of the compared OMol25 structures with the same formula, charge and spin**: 15.7891 eV
**Strongest force on any atom**: 13.36 eV/Å

Atoms and positions in Å:
K -0.749 0.236 -0.375
B -1.972 1.179 -2.373
F -1.951 1.606 -1.001
F -1.092 0.135 -2.604
F -3.210 0.806 -2.906
F -1.422 2.168 -3.029
C 2.394 -0.980 1.321
C 0.926 -0.843 1.438
O 0.227 -1.637 0.472
H 2.725 -1.941 1.716
H 2.990 -0.133 1.662
H 2.699 -0.998 0.275
H 0.563 0.147 1.163
H 0.778 -1.100 2.487
H 0.529 -2.548 0.437
C -0.915 0.965 2.815
C -0.307 1.986 1.866
O -1.067 1.857 0.719
H -1.821 1.497 3.103
H -0.226 0.738 3.629
H -1.297 0.042 2.378
H 0.744 1.735 1.721
H -0.386 2.995 2.271
H -1.214 2.671 0.233
C -1.192 -3.142 -0.568
C -2.044 -2.428 -1.591
O -1.990 -0.957 -1.491
H -1.451 -4.197 -0.656
H -1.494 -2.913 0.454
H -0.135 -3.113 -0.834
H -3.092 -2.685 -1.438
H -1.644 -2.771 -2.545
H -1.974 -0.548 -2.359
C 2.813 1.771 -0.680
C 1.506 1.131 -0.347
O 0.906 0.315 -1.320
H 2.718 2.756 -1.138
H 3.374 1.213 -1.430
H 3.476 1.808 0.184
H 0.737 1.848 -0.061
H 1.674 0.540 0.553
H 0.863 0.793 -2.151

=====

C8H24BrMnNO7 | ωB97M-V/def2-TZVPD

Properties
**HOMO-LUMO gap (spin up / spin down)**: 0.3359 / 0.3436 Ha
**HOMO (spin up / spin down)**: -8.72 / -8.95 eV
**2S+1**: 6
**Energy above the lowest of the compared OMol25 structures with the same formula, charge and spin**: 0.1366 eV
**Strongest force on any atom**: 1.27 eV/Å

Atoms and positions in Å:
Mn -11.352 27.673 1.963
Br -10.248 30.007 1.657
N -12.446 24.482 2.531
O -12.555 24.179 3.724
O -12.430 23.644 1.623
O -12.235 25.710 2.226
C -8.922 27.224 -1.608
C -9.050 26.732 -0.179
O -10.427 26.779 0.256
H -9.187 26.443 -2.322
H -7.892 27.500 -1.847
H -9.524 28.120 -1.745
H -8.479 27.355 0.509
H -8.693 25.706 -0.059
H -10.883 26.012 -0.120
C -13.842 30.229 0.007
C -13.137 28.931 -0.342
O -13.141 28.016 0.776
H -13.993 30.817 -0.906
H -13.288 30.882 0.681
H -14.842 30.082 0.427
H -12.110 29.152 -0.619
H -13.648 28.462 -1.186
H -14.064 27.823 0.970
C -14.425 26.991 4.416
C -13.050 27.571 4.722
O -12.566 28.394 3.639
H -14.755 26.359 5.239
H -14.366 26.403 3.503
H -15.143 27.809 4.314
H -12.310 26.791 4.880
H -13.112 28.202 5.615
H -13.141 29.161 3.546
C -7.755 27.866 4.033
C -9.131 27.348 4.378
O -9.774 26.767 3.225
H -7.774 28.489 3.137
H -7.055 27.048 3.835
H -7.330 28.490 4.821
H -9.763 28.198 4.641
H -9.139 26.626 5.195
H -9.294 25.980 2.943

=====

C8H24ClI2N2OP2Ti | ωB97M-V/def2-TZVPD

Properties
**HOMO-LUMO gap (spin up / spin down)**: 0.1602 / 0.2126 Ha
**HOMO (spin up / spin down)**: -13.15 / -14.41 eV
**2S+1**: 2
**Strongest force on any atom**: 3.12 eV/Å
**Total charge**: +2

Atoms and positions in Å:
I 0.094 -0.662 -2.839
I 0.107 2.121 -3.689
Ti 0.121 0.379 -0.002
P -2.371 1.064 -0.199
C -3.367 1.027 -1.733
C -3.342 -0.008 0.887
H -4.302 0.453 0.943
H -4.060 2.567 0.529
H -2.964 -0.065 1.897
H -2.521 2.969 1.345
H -3.090 0.134 -2.304
H -3.500 -1.004 0.516
C -2.971 2.664 0.396
H -4.441 1.069 -1.469
H -2.738 3.434 -0.346
H -3.047 1.879 -2.348
P 2.610 0.977 -0.191
C 3.464 1.032 -1.793
C 3.043 2.627 0.324
H 3.607 0.119 1.877
H 4.810 0.468 0.671
H 3.859 -1.029 0.559
C 3.851 0.014 0.835
H 2.558 2.945 1.248
H 4.139 2.678 0.452
H 4.565 1.106 -1.619
H 3.035 1.910 -2.300
H 2.707 3.292 -0.475
H 3.164 0.156 -2.388
Cl 0.183 0.871 2.165
C -1.145 -3.912 -0.330
N -0.835 -3.497 1.002
C 0.032 -2.461 1.206
N 0.839 -2.484 2.296
O -0.082 -1.456 0.383
H -1.102 -3.100 -1.096
H -2.106 -4.299 -0.438
H -0.412 -4.635 -0.754
H -0.849 -4.204 1.740
H 1.467 -1.687 2.466
H 0.990 -3.450 2.576

=====

C8H24CuO12S | ωB97M-V/def2-TZVPD

Properties
**HOMO-LUMO gap (spin up / spin down)**: 0.1059 / 0.1980 Ha
**HOMO (spin up / spin down)**: -0.51 / -4.69 eV
**2S+1**: 3
**Strongest force on any atom**: 7.36 eV/Å
**Total charge**: -1

Atoms and positions in Å:
Cu -0.364 -0.036 -0.050
S 1.412 2.881 -0.498
O 2.773 2.628 -0.901
O 0.763 1.631 -0.250
O 1.412 3.579 0.777
O 0.670 3.562 -1.581
C -1.424 -1.859 -2.409
C -0.564 -0.831 -3.246
O 0.418 -0.220 -2.428
O -1.880 -1.089 -1.319
H -0.816 -2.703 -2.083
H -2.244 -2.189 -3.047
H -1.113 -0.047 -3.769
H -0.045 -1.426 -3.998
H 0.878 0.525 -2.820
H -2.806 -1.297 -1.174
C 2.492 -1.177 -0.138
C 3.316 -1.942 0.936
O 3.340 -3.372 0.758
O 1.183 -1.688 -0.094
H 2.850 -1.291 -1.161
H 2.425 -0.135 0.177
H 2.942 -1.830 1.954
H 4.344 -1.582 0.943
H 3.807 -3.835 1.456
H 1.342 -2.632 -0.021
C -2.457 2.827 -1.164
C -2.272 2.768 0.389
O -1.930 1.445 0.837
O -1.461 2.145 -1.815
H -2.620 3.864 -1.458
H -3.446 2.390 -1.298
H -3.199 3.077 0.872
H -1.413 3.407 0.595
H -2.136 1.543 1.769
H -0.643 2.637 -1.711
C -0.013 -0.465 3.291
C -0.558 -1.690 2.633
O -1.332 -1.455 1.414
O 0.469 0.334 2.224
H 0.660 -0.596 4.138
H -0.880 -0.008 3.768
H -1.263 -2.205 3.286
H 0.201 -2.420 2.354
H -2.021 -2.123 1.393
H 1.206 0.900 2.468

=====

C8H24CuO8 | ωB97M-V/def2-TZVPD

Properties
**HOMO-LUMO gap**: 0.3468 Ha
**HOMO**: -11.63 eV
**Energy above the lowest of the compared OMol25 structures with the same formula, charge and spin**: 0.0000 eV
**Strongest force on any atom**: 2.49 eV/Å
**Total charge**: +1

Atoms and positions in Å:
Cu -0.048 -0.733 -1.207
C 3.191 0.761 1.549
C 2.969 -0.028 0.284
O 1.886 0.588 -0.458
O 2.212 0.539 2.576
H 3.157 1.851 1.295
H 4.170 0.512 1.873
H 2.742 -1.131 0.390
H 3.860 -0.009 -0.360
H 1.209 0.891 0.211
H 2.168 1.280 3.226
C -1.452 1.176 1.743
C -2.480 0.790 0.727
O -1.824 0.723 -0.507
O -0.329 0.351 1.657
H -1.858 1.205 2.739
H -1.218 2.214 1.533
H -3.383 1.454 0.842
H -2.843 -0.256 0.904
H -1.835 1.563 -0.915
H 0.253 0.426 2.470
C 0.651 1.433 -3.447
C 0.127 2.442 -2.461
O -1.344 2.396 -2.484
O 0.224 0.033 -3.167
H 1.730 1.429 -3.258
H 0.295 1.722 -4.436
H 0.489 3.397 -2.753
H 0.534 2.401 -1.408
H -1.750 3.266 -2.621
H -0.597 0.000 -3.590
C -0.535 -3.372 0.095
C -1.377 -3.736 1.296
O -2.314 -2.754 1.657
O 0.029 -2.029 0.214
H -1.107 -3.446 -0.804
H 0.266 -4.072 0.078
H -0.779 -3.969 2.178
H -1.774 -4.697 1.025
H -2.945 -3.056 2.310
H -0.367 -1.557 1.005

=====

The lowest strongest force on any atom belongs to which entry?
C8H22O5

=====

Among the records above, which one has the lowest strongest force on any atom?
C8H22O5